(1)
# C7H12NPS

A cluster of 2 separate species, C7H12NPS in total at a distorted geometry (ωB97M-V with the def2-TZVPD basis set, the OMol25 dataset).

The value obtained for the frontier orbital gap is 7.8 eV. The HOMO energy comes out at -0.2782 Ha. Its energy relative to the best compared isomer or geometry (same formula, charge and spin) is 29.0 kcal per mole. For the total energy, the calculation gives -29064.568 eV. Its SMILES is C/C=C\C(C)=P\SC.C#N.

```
! RIJCOSX wB97M-V def2-TZVPD def2/J DEFGRID3
* xyz 0 1
C -2.37 -1.47 -1.12
C -2.68 -0.61 0.02
C -1.86 -0.01 0.90
C -0.38 -0.11 1.08
C 0.19 0.57 2.28
P 0.46 -0.93 -0.11
S 2.32 -0.47 0.54
C 3.26 -1.00 -1.02
H -1.76 -0.80 -1.68
H -3.40 -1.91 -1.54
H -1.77 -2.33 -0.86
H -3.81 -0.26 0.09
H -2.50 0.49 1.65
H -0.49 1.13 2.90
H 1.00 1.28 2.19
H 0.69 -0.19 3.02
H 4.17 -1.53 -0.66
H 3.43 -0.21 -1.86
H 2.65 -1.81 -1.43
C 0.91 3.37 -1.51
N 2.00 2.97 -1.47
H -0.07 3.82 -1.40
*
```

***

(2)
# C2H5N3P2

An isolated molecule of C2H5N3P2 at a distorted geometry (ωB97M-V with the def2-TZVPD basis set, the OMol25 dataset).

The value obtained for the frontier orbital gap (alpha / beta) is 7.8 / 7.8 eV. The HOMO energy (alpha / beta) comes out at -0.2827 / -0.2827 Ha. Its energy relative to the best compared isomer or geometry (same formula, charge and spin) is 95.7 kcal per mole. For the total energy, the calculation gives -25197.493 eV.

```
! RIJCOSX wB97M-V def2-TZVPD def2/J DEFGRID3
* xyz 0 1
C 1.61 1.47 -0.13
C -0.16 -0.50 -0.27
N 2.52 0.72 0.02
N 2.52 -0.56 0.10
N -2.76 -0.68 0.18
P 0.99 -1.54 0.08
P -1.73 0.19 -0.70
H 1.21 2.49 -0.36
H 3.32 -0.99 0.25
H -2.36 -1.25 0.88
H -3.78 -0.70 -0.11
H -1.38 1.34 0.07
*
```

***

(3)
# C3H5NO

An isolated molecule of C3H5NO (ωB97M-V with the def2-TZVPD basis set, the OMol25 dataset).

The value obtained for the frontier orbital gap is 10.8 eV. The HOMO energy comes out at -0.3641 Ha. Its energy relative to the best compared isomer or geometry (same formula, charge and spin) is 33.9 kcal per mole. For the total energy, the calculation gives -6728.104 eV. Its SMILES is C=NCC=O.

```
! RIJCOSX wB97M-V def2-TZVPD def2/J DEFGRID3
* xyz 0 1
C 0.36 -1.71 0.51
N 0.18 -0.48 0.68
C 0.00 0.34 -0.50
C -0.36 1.70 0.05
O 0.15 2.75 -0.24
H 0.51 -2.18 -0.47
H 0.31 -2.36 1.38
H -0.87 -0.05 -1.05
H 0.85 0.38 -1.19
H -1.14 1.61 0.83
*
```

***

(4)
# C21H18ClFN4O2S

A structure of composition C21H18ClFN4O2S at a distorted geometry (ωB97M-V with the def2-TZVPD basis set, the OMol25 dataset).

The value obtained for the frontier orbital gap is 7.4 eV. The HOMO energy comes out at -0.2960 Ha. Its energy relative to the best compared isomer or geometry (same formula, charge and spin) is 24.0 kcal per mole. For the total energy, the calculation gives -58182.390 eV.

```
! RIJCOSX wB97M-V def2-TZVPD def2/J DEFGRID3
* xyz 0 1
C -1.72 -0.73 -2.79
C -0.60 -0.94 -2.07
C -0.68 -1.66 -0.83
N -0.43 -1.03 0.36
C 0.72 -1.27 0.90
O 0.81 -0.70 2.21
C 1.76 -1.86 0.52
C 2.92 -2.23 0.89
S 4.06 -2.65 -0.24
N 3.17 -2.19 -1.38
N 1.97 -1.50 -0.96
H 2.97 -2.28 1.97
C -1.41 -0.26 0.90
C -2.80 -0.07 0.49
C -3.33 0.72 -0.62
C -4.69 0.66 -0.83
C -5.45 -0.43 -0.41
C -5.07 -1.24 0.55
C -3.62 -1.02 0.85
Cl -3.22 -2.25 2.18
H -5.73 -1.96 0.76
H -6.62 -0.22 -0.66
H -4.95 1.53 -1.63
F -2.57 1.72 -0.84
C -0.86 1.53 0.78
O -1.11 2.18 1.86
N 0.05 1.42 0.05
H 0.26 1.05 -0.66
C 0.93 2.64 0.23
C 2.40 2.00 0.39
C 2.82 1.85 1.55
C 3.96 1.03 1.66
C 4.78 0.70 0.72
C 4.29 0.82 -0.61
C 3.09 1.57 -0.77
H 2.82 2.05 -1.73
H 4.92 0.64 -1.61
H 5.67 0.14 1.11
H 4.31 0.87 2.81
H 2.09 2.16 2.55
H 0.81 3.24 1.11
H 0.84 3.32 -0.58
H -1.59 -0.39 2.11
H -0.19 -2.73 -0.86
H -1.95 -2.09 -0.75
H 0.38 -0.60 -2.30
H -1.59 -0.27 -3.74
H -2.62 -1.29 -2.64
*
```

***

(5)
# C36H51ClN3OP2Sn

A structure of composition C36H51ClN3OP2Sn at a distorted geometry (ωB97M-V with the def2-TZVPD basis set, the OMol25 dataset).

The value obtained for the frontier orbital gap is 5.9 eV. The HOMO energy comes out at -0.3091 Ha. For the total energy, the calculation gives -81602.927 eV.

```
! RIJCOSX wB97M-V def2-TZVPD def2/J DEFGRID3
* xyz 1 1
C 1.65 -2.10 -0.57
C -0.04 -1.20 -1.92
C 1.93 -3.06 -1.54
C 0.14 -2.19 -2.87
C 1.16 -3.12 -2.69
H 2.74 -3.77 -1.33
H -0.51 -2.20 -3.75
H 1.32 -3.90 -3.43
N 0.76 -1.11 -0.84
P 1.27 -1.37 2.13
P -0.76 1.55 -1.60
C 2.29 -2.15 0.82
H 2.50 -3.20 1.10
H 3.28 -1.65 0.79
C -0.56 2.24 3.00
O -0.83 3.20 3.56
C -1.25 -0.28 -1.94
H -1.80 -0.33 -2.89
C -2.38 2.52 -1.54
C 0.36 2.16 -2.99
C 0.04 -2.72 2.63
C 2.43 -0.82 3.51
C -2.77 2.70 -0.05
H -2.02 3.31 0.49
H -3.73 3.22 -0.01
H -2.87 1.75 0.47
C -2.20 3.93 -2.12
H -1.45 4.50 -1.57
H -1.96 3.91 -3.19
H -3.17 4.45 -2.01
C -3.51 1.79 -2.28
H -4.37 2.48 -2.35
H -3.24 1.50 -3.30
H -3.86 0.91 -1.73
C 0.90 3.55 -2.56
H 0.91 3.69 -1.47
H 1.94 3.65 -2.90
H 0.33 4.37 -3.01
C 1.56 1.21 -3.14
H 2.05 1.01 -2.18
H 1.30 0.26 -3.62
H 2.30 1.71 -3.78
C -0.42 2.21 -4.33
H -1.44 1.80 -4.30
H -0.48 3.24 -4.69
H 0.13 1.64 -5.08
C 1.58 -0.16 4.61
H 2.25 0.40 5.29
H 0.84 0.56 4.22
H 1.05 -0.89 5.23
C 3.42 0.24 2.99
H 4.06 -0.15 2.19
H 2.91 1.14 2.62
H 4.06 0.54 3.83
C 3.24 -2.01 4.06
H 4.20 -1.62 4.46
H 2.73 -2.50 4.90
H 3.49 -2.76 3.31
C -0.80 -3.17 1.41
H -0.94 -4.26 1.46
H -1.80 -2.71 1.44
H -0.38 -2.94 0.43
C -0.91 -2.11 3.67
H -1.38 -1.19 3.31
H -1.70 -2.85 3.85
H -0.42 -1.92 4.63
C 0.80 -3.93 3.20
H 1.51 -4.36 2.48
H 1.32 -3.72 4.14
H 0.06 -4.71 3.42
Sn -0.02 0.51 0.79
N -1.90 -0.41 0.46
C -2.17 -0.72 -0.76
C -3.41 -1.54 -1.05
C -4.40 -1.54 -0.06
C -3.62 -2.28 -2.23
C -5.61 -2.22 -0.25
H -4.19 -0.99 0.86
C -4.81 -2.99 -2.41
H -2.84 -2.30 -3.00
C -5.82 -2.95 -1.43
H -6.38 -2.17 0.52
H -4.96 -3.59 -3.31
H -6.75 -3.49 -1.58
Cl 3.20 5.68 1.34
C 3.39 4.06 0.77
C 4.61 3.60 0.28
C 4.69 2.29 -0.21
C 3.53 1.50 -0.18
N 2.37 1.94 0.32
C 2.28 3.20 0.79
H 5.46 4.27 0.28
H 5.60 1.86 -0.61
H 3.56 0.49 -0.58
H 1.34 3.57 1.16
*
```

***

(6)
# C43H46AlGeP2SSb

A structure of composition C43H46AlGeP2SSb at a distorted geometry (ωB97M-V with the def2-TZVPD basis set, the OMol25 dataset).

The value obtained for the frontier orbital gap (alpha / beta) is 6.7 / 4.9 eV. The HOMO energy (alpha / beta) comes out at -0.5927 / -0.5972 Ha. Its energy relative to the best compared isomer or geometry (same formula, charge and spin) is 67.6 kcal per mole. For the total energy, the calculation gives -144373.384 eV.

```
! RIJCOSX wB97M-V def2-TZVPD def2/J DEFGRID3
* xyz 3 2
Al 0.22 -0.13 0.27
C -1.31 -3.54 0.40
C -0.68 -2.70 1.52
P -1.65 -1.16 1.83
C -3.24 -1.79 2.49
C -4.41 -1.85 1.75
C -5.55 -2.44 2.27
C -5.54 -2.97 3.56
C -4.38 -2.89 4.31
C -3.23 -2.31 3.79
C -0.89 -0.27 3.23
C -0.20 -0.84 4.30
C 0.24 -0.04 5.34
C -0.03 1.32 5.34
C -0.75 1.90 4.30
C -1.17 1.10 3.24
C -1.52 -2.94 -1.02
P -0.94 -1.27 -1.54
C -0.52 -1.37 -3.29
C -1.56 -1.61 -4.19
C -1.28 -1.66 -5.55
C 0.02 -1.45 -6.00
C 1.04 -1.21 -5.10
C 0.78 -1.17 -3.74
C -2.39 -0.14 -1.57
C -3.65 -0.52 -1.12
C -4.71 0.36 -1.16
C -4.53 1.65 -1.65
C -3.28 2.02 -2.14
C -2.22 1.14 -2.10
H -2.29 -3.89 0.75
H -0.70 -4.43 0.29
H 0.35 -2.43 1.25
H -0.62 -3.32 2.42
H -4.47 -1.43 0.76
H -6.45 -2.49 1.68
H -6.43 -3.42 3.97
H -4.36 -3.29 5.32
H -2.35 -2.27 4.41
H 0.05 -1.90 4.30
H 0.79 -0.48 6.17
H 0.30 1.94 6.17
H -0.98 2.95 4.31
H -1.74 1.54 2.43
H -2.58 -2.94 -1.28
H -1.04 -3.59 -1.75
H -2.58 -1.74 -3.85
H -2.08 -1.85 -6.25
H 0.22 -1.47 -7.06
H 2.05 -1.05 -5.46
H 1.58 -0.99 -3.03
H -3.81 -1.54 -0.80
H -5.69 0.04 -0.82
H -5.36 2.34 -1.69
H -3.16 3.00 -2.58
H -1.28 1.41 -2.56
Ge 1.29 2.08 -0.85
C 0.66 3.80 -0.31
C -0.18 4.48 -1.21
C -0.41 5.83 -1.05
C 0.15 6.50 0.03
C 0.95 5.83 0.96
C 1.19 4.48 0.81
C 3.22 1.90 -1.05
C 3.63 1.69 -2.37
C 4.98 1.79 -2.70
C 5.92 2.05 -1.71
C 5.51 2.24 -0.39
C 4.17 2.17 -0.06
H 0.79 1.79 -2.28
H -0.62 3.96 -2.05
H -1.02 6.37 -1.76
H -0.04 7.56 0.17
H 1.39 6.36 1.79
H 1.81 3.96 1.53
H 2.91 1.48 -3.15
H 5.29 1.65 -3.73
H 6.97 2.12 -1.97
H 6.25 2.46 0.37
H 3.87 2.36 0.96
C 4.10 -1.55 -1.68
Sb 2.83 -1.57 0.02
C 2.52 -3.67 0.25
C 4.32 -1.26 1.50
H 4.67 -2.47 -1.65
H 4.77 -0.69 -1.58
H 3.55 -1.48 -2.61
H 3.48 -4.17 0.08
H 1.80 -4.03 -0.48
H 2.18 -3.90 1.26
H 5.11 -1.99 1.30
H 3.94 -1.42 2.50
H 4.72 -0.26 1.40
S 2.06 1.15 2.97
C 1.24 0.48 1.90
*
```